a.
Molecular formula: C4H7N3O2
Method: DFT, wB97M-V/def2-TZVPD

Geometry as XYZ:
```
16
Properties=species:S:1:pos:R:3
C -0.227 0.442 1.676
N -1.123 0.877 0.613
C 0.883 -0.371 -0.441
C -0.407 -0.999 -0.832
C 0.724 0.662 0.563
N -1.362 -1.011 -1.770
O 1.888 -0.175 -1.373
O 1.591 1.676 0.524
N 0.355 -1.753 -0.148
H 2.431 -0.972 -1.401
H 1.278 2.381 1.109
H -2.088 0.677 0.874
H -1.779 -0.116 -1.972
H -1.794 -1.901 -1.972
H -0.094 1.168 2.489
H -0.278 -0.584 2.061
```

Values from the calculation:
- Lowest unoccupied orbital energy: 0.6 eV
- Frontier orbital gap: 8.10 eV
- Total charge: 0

***

b.
Molecular formula: C4H7N3O2
Method: DFT, wB97M-V/def2-TZVPD

Geometry as XYZ:
```
16
Properties=species:S:1:pos:R:3
C 1.113 -1.852 1.566
C 0.488 -1.254 0.549
C 0.590 -1.645 -0.880
N -0.281 -0.092 0.566
N -0.404 0.739 1.503
O 0.023 0.735 2.634
O -1.052 1.884 1.181
H 1.076 -1.563 2.603
H 1.387 -2.850 1.564
H 0.915 -2.628 -1.036
H 1.132 -0.990 -1.624
H -0.419 -1.773 -1.357
H -1.448 1.855 0.329
C -1.129 3.157 -2.584
N -1.223 2.364 -1.747
H -0.767 3.912 -3.265
```

Values from the calculation:
- Structure (SMILES): C=C(C)/N=[N+](\[O-])O.C#N
- Lowest unoccupied orbital energy: 0.6 eV
- Frontier orbital gap: 9.38 eV
- Total charge: 0

***

Of them, b has the lowest stability.